(1)
{
  "formula": "C39H33AlAsGeOS5",
  "method": "ωB97M-V/def2-TZVPD",
  "elements": ["Al", "S", "C", "S", "C", "C", "S", "S", "S", "C", "Ge", "C", "C", "C", "C", "C", "C", "C", "C", "C", "C", "C", "C", "C", "C", "C", "C", "H", "H", "H", "H", "H", "H", "H", "H", "H", "H", "H", "H", "H", "H", "H", "C", "H", "H", "H", "O", "As", "C", "C", "C", "C", "C", "C", "C", "C", "C", "C", "C", "C", "C", "C", "C", "C", "C", "C", "H", "H", "H", "H", "H", "H", "H", "H", "H", "H", "H", "H", "H", "H", "H"],
  "coordinates": [[1.46612, -0.39901, 0.17601], [1.23947, 6.40183, 0.50119], [1.46082, 4.81034, 0.13889], [0.32722, 3.86642, -0.74992], [1.17199, 2.33982, -0.68252], [2.36177, 2.34750, -0.04902], [3.38132, 0.93745, 0.17923], [2.83677, 3.88877, 0.62041], [0.41191, 0.90797, -1.37448], [-2.10033, -1.22528, -2.46423], [-1.63943, -1.65641, -0.61744], [-1.08197, -3.51677, -0.52447], [-0.55431, -4.16790, -1.63931], [-0.18041, -5.50464, -1.56524], [-0.31810, -6.20110, -0.37275], [-0.83141, -5.55948, 0.74794], [-1.20724, -4.22646, 0.67074], [-3.24392, -1.39585, 0.47479], [-3.34202, -0.20357, 1.14747], [-4.45701, 0.10809, 1.96302], [-5.45208, -0.80598, 2.12634], [-5.40855, -2.04926, 1.44136], [-6.46245, -2.98893, 1.57982], [-6.45056, -4.16148, 0.88486], [-5.38159, -4.44497, 0.00487], [-4.34983, -3.56339, -0.13774], [-4.31722, -2.34101, 0.58670], [-2.82830, -1.96342, -2.80795], [-1.23160, -1.24036, -3.12209], [-2.53820, -0.22968, -2.50072], [-0.43165, -3.63504, -2.57573], [0.22053, -6.00282, -2.43899], [-0.02515, -7.24168, -0.31601], [-0.94107, -6.10158, 1.67941], [-1.61718, -3.73505, 1.54760], [-2.55542, 0.53922, 1.04383], [-4.50723, 1.06988, 2.45536], [-6.30551, -0.59082, 2.75948], [-7.28582, -2.74943, 2.24287], [-7.26106, -4.87019, 0.99537], [-5.38122, -5.36718, -0.56174], [-3.53981, -3.79973, -0.81626], [1.98645, -2.26544, -0.00441], [3.04643, -2.34532, 0.25366], [1.86626, -2.64337, -1.02189], [1.41970, -2.93656, 0.64554], [0.86197, 0.04150, 1.80580], [0.18148, -0.02286, 3.32853], [-0.97426, 1.46172, 3.54366], [-0.69980, 2.55667, 2.73200], [-1.43236, 3.72308, 2.90473], [-2.41526, 3.78411, 3.88342], [-2.67533, 2.68786, 4.69702], [-1.95492, 1.51446, 4.53018], [1.65119, 0.18870, 4.51794], [1.45606, 0.02944, 5.88724], [2.51145, 0.26974, 6.75201], [3.74316, 0.66946, 6.24438], [3.92565, 0.82739, 4.87880], [2.87516, 0.58998, 4.00116], [-0.62542, -1.71216, 3.66058], [-1.99384, -1.88298, 3.83476], [-2.49747, -3.15904, 4.04740], [-1.63670, -4.24657, 4.07701], [-0.27036, -4.07227, 3.88752], [0.24349, -2.80293, 3.67914], [0.07103, 2.49613, 1.97344], [-1.22137, 4.58177, 2.27936], [-2.98256, 4.69613, 4.01650], [-3.43849, 2.74747, 5.46185], [-2.15165, 0.66594, 5.17259], [0.49773, -0.29024, 6.28179], [2.37583, 0.14986, 7.81866], [4.56647, 0.85668, 6.92145], [4.88443, 1.14281, 4.48903], [3.00665, 0.71081, 2.93072], [-2.67342, -1.04215, 3.78461], [-3.56324, -3.29961, 4.17060], [-2.03440, -5.24072, 4.23610], [0.39479, -4.92545, 3.89801], [1.30885, -2.66645, 3.53357]],
  "atomic_forces_ev_per_a": [[0.5, 0.3, 0.1], [0.0, -0.1, 0.0], [0.0, 0.1, 0.0], [-0.2, -0.1, -0.1], [-0.1, -0.1, -0.1], [0.1, -0.1, 0.0], [-0.2, 0.1, 0.0], [0.2, 0.0, 0.1], [-0.1, 0.1, 0.2], [0.1, 0.1, -0.1], [-0.1, -0.2, -0.1], [0.0, -0.1, 0.0], [0.0, -0.1, 0.1], [0.0, 0.1, 0.0], [0.0, 0.0, 0.0], [0.0, 0.1, 0.0], [0.0, 0.0, 0.0], [-0.1, 0.1, 0.2], [-0.1, 0.1, 0.0], [0.1, 0.0, -0.1], [0.0, -0.1, 0.0], [-0.1, 0.0, 0.1], [0.0, 0.0, 0.0], [0.1, 0.0, -0.1], [-0.1, 0.0, 0.1], [0.1, 0.1, 0.0], [0.1, 0.0, 0.0], [0.0, 0.0, 0.0], [0.0, 0.0, 0.0], [0.0, 0.0, 0.0], [0.0, 0.0, 0.0], [0.0, 0.0, 0.0], [0.0, 0.0, 0.0], [0.0, 0.0, 0.0], [0.0, 0.0, -0.1], [0.0, 0.0, 0.0], [0.0, 0.1, 0.0], [0.0, 0.0, 0.0], [0.0, 0.0, 0.0], [0.0, 0.0, 0.0], [0.0, 0.0, 0.0], [-0.1, 0.0, 0.0], [-0.1, -0.1, -0.1], [0.0, 0.0, 0.0], [0.0, 0.0, 0.0], [0.0, 0.0, 0.0], [-0.3, 0.0, -0.1], [0.3, -0.2, -0.1], [-0.1, 0.0, -0.1], [-0.2, 0.1, 0.0], [0.1, 0.0, 0.0], [0.0, 0.0, 0.0], [0.0, 0.0, 0.0], [0.1, 0.1, 0.0], [-0.1, 0.0, 0.1], [0.1, 0.0, 0.0], [0.0, 0.0, 0.0], [0.0, 0.0, 0.0], [0.0, 0.0, 0.0], [0.0, 0.0, 0.0], [0.0, -0.1, 0.0], [0.0, 0.0, 0.0], [0.0, 0.0, 0.0], [0.0, 0.0, 0.1], [0.0, 0.0, 0.1], [-0.1, -0.1, 0.1], [0.0, 0.0, 0.0], [0.0, 0.0, 0.0], [0.0, 0.0, 0.0], [0.0, 0.0, 0.0], [0.0, 0.0, 0.0], [0.0, 0.0, 0.0], [0.0, 0.0, 0.0], [0.0, 0.0, 0.0], [0.0, 0.0, 0.0], [0.0, 0.0, 0.0], [0.0, 0.0, 0.0], [0.0, 0.0, 0.0], [0.0, 0.0, 0.0], [0.0, 0.0, 0.0], [0.0, 0.0, 0.0]],
  "mulliken_spin": [0.2247, 0.0024, 0.0008, -0.0002, -0.0014, 0.0182, 0.0085, 0.0020, 0.0177, 0.0355, 0.5483, 0.0742, 0.0418, -0.0267, 0.0405, -0.0201, -0.0116, 0.1717, 0.0786, 0.0060, 0.0094, 0.0044, 0.0026, -0.0022, 0.0006, -0.0178, -0.0547, 0.0165, -0.0057, -0.0033, 0.0015, -0.0011, 0.0027, -0.0003, 0.0127, -0.0456, 0.0009, 0.0008, 0.0001, -0.0004, -0.0001, -0.0137, 0.0268, 0.0020, -0.0045, -0.0074, -0.1325, -0.0033, 0.0024, -0.0023, -0.0003, -0.0001, -0.0001, 0.0037, 0.0020, -0.0008, 0.0000, -0.0001, 0.0001, -0.0035, 0.0065, -0.0035, -0.0025, 0.0022, -0.0017, -0.0047, 0.0022, -0.0001, 0.0000, 0.0000, 0.0001, -0.0003, 0.0000, -0.0001, -0.0002, 0.0034, -0.0012, 0.0001, 0.0000, -0.0005, 0.0001],
  "e_lumo_ha": [-0.008, -0.034],
  "e_above_lowest_kcal_mol": 0.0,
  "s_squared": 0.75,
  "total_energy_ev": -221156.5994,
  "spin_multiplicity": 2,
  "gap_ev": [6.55, 6.09]
}

=====

(2)
{
  "formula": "C10H17CuN2SSbSe4",
  "method": "ωB97M-V/def2-TZVPD",
  "elements": ["Cu", "C", "C", "C", "C", "C", "H", "H", "H", "H", "H", "C", "C", "N", "C", "S", "N", "C", "C", "H", "H", "H", "H", "H", "H", "H", "H", "H", "H", "H", "H", "Se", "Sb", "Se", "Se", "Se"],
  "coordinates": [[-0.21302, -0.84304, 0.39215], [-0.26889, 1.91432, 1.00240], [0.51912, 0.84234, 1.51609], [1.70703, 0.78059, 0.72817], [1.63341, 1.77547, -0.25202], [0.41863, 2.48021, -0.07681], [-1.22090, 2.23348, 1.40327], [0.36865, 0.35753, 2.47426], [2.52781, 0.09506, 0.88393], [2.35958, 1.94380, -1.03730], [0.06914, 3.30603, -0.68801], [-4.85012, -3.07000, -1.94003], [-3.43023, -2.76586, -1.49318], [-3.02164, -1.41261, -1.86853], [-2.59201, -0.49362, -0.98328], [-2.80280, -0.63791, 0.69118], [-1.96354, 0.59780, -1.47892], [-1.34184, 0.66706, -2.79358], [-2.29746, 1.16220, -3.87436], [-5.09756, -4.10327, -1.68938], [-4.95963, -2.95099, -3.02150], [-5.56320, -2.40536, -1.44748], [-2.72408, -3.46825, -1.93757], [-3.33555, -2.85376, -0.41349], [-2.56816, -1.37025, -2.76941], [-1.48930, 1.14024, -0.75526], [-0.90508, -0.30107, -3.06369], [-0.49955, 1.35078, -2.68748], [-3.16721, 0.50872, -3.96585], [-1.79304, 1.19943, -4.84320], [-2.65918, 2.16281, -3.63142], [-0.03521, -4.41814, 1.98141], [0.14343, -4.55406, -0.41895], [0.35711, -2.31754, -1.43738], [1.80695, -6.08786, -1.44210], [-1.43656, -6.02787, -1.63639]],
  "atomic_forces_ev_per_a": [[0.1, -0.2, 0.0], [0.1, 0.0, 0.1], [0.0, 0.0, -0.1], [-0.1, 0.0, 0.0], [0.0, 0.0, 0.0], [0.0, 0.0, 0.0], [0.0, 0.0, 0.0], [0.0, 0.0, 0.0], [0.0, 0.0, 0.0], [0.0, 0.0, 0.0], [0.0, 0.0, 0.0], [0.0, 0.0, 0.0], [0.0, 0.1, 0.0], [0.1, 0.0, 0.0], [-0.1, 0.0, -0.1], [-0.2, 0.0, 0.1], [0.2, 0.0, 0.0], [-0.1, 0.0, 0.0], [0.0, 0.0, 0.0], [0.0, 0.0, 0.0], [0.0, 0.0, 0.0], [0.0, 0.0, 0.0], [0.0, 0.0, 0.0], [0.0, 0.0, 0.0], [0.0, 0.0, 0.0], [-0.1, 0.0, 0.0], [0.0, 0.0, 0.0], [0.0, 0.0, 0.0], [0.0, 0.0, 0.0], [0.0, 0.0, 0.0], [0.0, 0.0, 0.0], [0.0, 0.0, 0.0], [0.0, 0.0, 0.0], [0.0, 0.1, 0.0], [0.0, 0.0, 0.0], [0.0, 0.0, 0.0]],
  "mulliken_spin": [0.0002, 0.0000, 0.0000, -0.0001, -0.0002, 0.0000, 0.0000, 0.0000, 0.0000, 0.0000, 0.0000, -0.0084, -0.0039, -0.0003, 0.0000, 0.0004, -0.0001, -0.0002, -0.0001, 0.0048, -0.0016, 0.0014, 0.0161, -0.0077, 0.0000, 0.0004, -0.0001, 0.0002, 0.0000, 0.0000, 0.0000, -0.0094, -0.0277, -0.0119, 0.5735, 0.4749],
  "e_lumo_ha": [0.168, 0.153],
  "e_above_lowest_kcal_mol": 0.0,
  "s_squared": 0.76,
  "total_energy_ev": -337027.2681,
  "charge": -2,
  "spin_multiplicity": 2,
  "gap_ev": [6.13, 5.74]
}